A structure of composition C3H4I2O in a non-equilibrium geometry. Source: OMol25; level of theory: the ωB97M-V functional and the def2-TZVPD basis.

Geometry as XYZ:
```
10
C3H4I2O (the ωB97M-V functional and the def2-TZVPD basis)
C -0.4896 0.8326 -1.5002
C 0.0762 -0.1168 -0.7657
C 0.6362 -0.0952 0.5689
O -0.5215 -1.0974 1.9194
I 0.5995 1.6529 1.6732
I 2.3892 -1.2363 0.9107
H -0.8506 0.4088 -2.3636
H -0.5879 1.8592 -1.0661
H 0.1281 -1.1054 -0.9805
H -1.3796 -1.1023 1.6039
```

The value obtained for the LUMO energy is -0.889 eV. The calculation puts the energy above the lowest of the compared OMol25 structures with the same formula, charge and spin at 83.3 kcal per mole. Its total energy is -787.1902 Ha.

=====

A cluster of 6 separate species, C36H71N5O6 in total in a non-equilibrium geometry. Source: OMol25; level of theory: the ωB97M-V functional and the def2-TZVPD basis.

Geometry as XYZ:
```
118
C36H71N5O6 (the ωB97M-V functional and the def2-TZVPD basis)
H 4.1681 -2.5482 0.9933
N 4.0120 -1.8166 0.3012
C 5.1074 -1.5586 -0.2697
C 5.2328 -0.5307 -1.3597
C 3.9095 -0.2676 -2.0157
C 3.4854 -1.1124 -3.0706
C 2.2592 -0.9372 -3.6728
C 1.3785 0.0792 -3.2393
N 0.1615 0.2194 -3.8367
C -0.6091 1.1608 -3.3667
C -1.9627 1.2808 -4.0051
C -3.1747 0.9907 -3.0701
C -2.8623 -0.0631 -2.0195
C -4.1529 -0.6733 -1.4124
N -4.7921 0.1966 -0.4128
C -0.1951 2.0326 -2.3090
C -1.0536 3.1385 -1.7472
C -1.4597 4.1937 -2.7233
N -0.8369 5.2870 -2.8064
H -1.2650 5.8724 -3.5187
N 0.9709 1.9090 -1.7416
C 1.7808 0.9165 -2.1941
C 3.0570 0.7343 -1.5981
O 3.4239 1.5637 -0.5581
H 6.0216 -2.0894 -0.0042
H 5.9091 -0.9459 -2.1026
H 5.6503 0.3895 -0.9634
H 4.1202 -1.9144 -3.4122
H 1.9508 -1.5767 -4.4840
H -2.0636 2.2377 -4.5087
H -1.9945 0.5275 -4.7845
H -3.4749 1.9352 -2.6222
H -3.9800 0.6482 -3.7124
H -2.3260 0.3927 -1.1907
H -2.2773 -0.8762 -2.4394
H -4.8321 -0.8456 -2.2428
H -3.8599 -1.6059 -0.9463
H -4.6961 1.1502 -0.7410
H -4.2548 0.1118 0.4403
H -1.9166 2.7198 -1.2368
H -0.4562 3.6285 -0.9873
H -2.3314 4.0042 -3.3488
H 3.3145 2.4639 -0.8812
C -10.3161 -2.5197 -1.9623
C -8.8682 -2.1488 -2.2380
O -8.6574 -0.7640 -2.4293
C -8.9859 0.0652 -1.3262
C -8.1748 -0.2207 -0.0749
H -10.9694 -2.1042 -2.7307
H -10.4304 -3.6042 -1.9533
H -10.6549 -2.1429 -0.9961
H -8.5440 -2.6199 -3.1667
H -8.2158 -2.5306 -1.4444
H -10.0618 0.0178 -1.1191
H -8.7760 1.0819 -1.6608
H -8.4162 -1.1989 0.3484
H -8.3807 0.5316 0.6879
H -7.1086 -0.2043 -0.3021
C 4.3882 -1.5450 3.8340
C 4.1984 -3.0282 4.0920
O 5.2088 -3.8412 3.5151
C 6.5243 -3.6075 3.9784
C 6.7070 -3.8559 5.4663
H 4.5201 -1.3534 2.7689
H 3.5215 -0.9847 4.1846
H 5.2640 -1.1517 4.3531
H 3.2680 -3.3621 3.6321
H 4.1088 -3.2272 5.1658
H 6.8517 -2.5949 3.7146
H 7.1534 -4.2987 3.4157
H 6.1647 -3.1263 6.0695
H 7.7623 -3.7858 5.7317
H 6.3422 -4.8482 5.7343
C 2.9821 2.8711 2.6851
C 2.3699 1.6765 3.3899
O 2.7277 1.5660 4.7583
C 2.3203 2.6357 5.5882
C 0.8138 2.8259 5.6535
H 4.0627 2.8844 2.8345
H 2.7740 2.8051 1.6180
H 2.5849 3.8217 3.0477
H 2.7442 0.7690 2.9165
H 1.2800 1.6683 3.2769
H 2.8129 3.5668 5.2855
H 2.6975 2.3888 6.5812
H 0.4050 3.1634 4.6999
H 0.5624 3.5749 6.4051
H 0.3222 1.8877 5.9140
C 10.1603 -4.0966 -0.2414
C 8.8044 -4.6479 0.1669
O 7.7885 -4.4438 -0.7974
C 7.9978 -5.0546 -2.0570
C 8.0957 -6.5696 -1.9970
H 10.0738 -3.0500 -0.5363
H 10.8605 -4.1693 0.5911
H 10.5872 -4.6461 -1.0818
H 8.4573 -4.1312 1.0624
H 8.8813 -5.7100 0.4249
H 8.8798 -4.6294 -2.5494
H 7.1340 -4.7718 -2.6593
H 8.9976 -6.8991 -1.4787
H 8.1238 -6.9835 -3.0051
H 7.2367 -6.9860 -1.4698
C -6.3953 4.8581 -1.7321
C -7.3138 3.8032 -1.1361
O -7.2349 3.7063 0.2729
C -7.6025 4.8685 0.9923
C -9.0428 5.2990 0.7702
H -5.3718 4.7152 -1.3806
H -6.4064 4.7929 -2.8207
H -6.7021 5.8685 -1.4580
H -7.0237 2.8200 -1.5100
H -8.3499 3.9668 -1.4538
H -6.9147 5.6926 0.7707
H -7.4581 4.6126 2.0420
H -9.2107 5.6507 -0.2491
H -9.2991 6.1141 1.4474
H -9.7218 4.4649 0.9513
```

The value obtained for the LUMO energy is 0.071 eV. The SMILES is [H]/N=C/Cc1ccc2nc(CCCCN)c(C/C=N/[H])nc2c1O.CCOCC.CCOCC.CCOCC.CCOCC.CCOCC. Its total energy is -2139.4115 Ha.

=====

An isolated molecule of C4H8O2 in a non-equilibrium geometry. Source: OMol25; level of theory: the ωB97M-V functional and the def2-TZVPD basis.

Geometry as XYZ:
```
14
C4H8O2 (the ωB97M-V functional and the def2-TZVPD basis)
C -0.0466 1.3450 -0.3150
C 0.3735 -0.0799 -0.0185
C -1.0131 -0.5023 0.5936
O -1.8892 -0.6854 -0.5373
C 1.6467 -0.6812 0.1034
O 0.8344 -0.8359 -0.9544
H 0.6878 2.0903 -0.9720
H -1.0435 1.4354 -0.7721
H 0.1418 1.9846 0.7597
H -0.8412 -1.4598 1.2773
H -1.6736 0.2138 1.1339
H -1.4609 -1.1946 -1.3307
H 1.6512 -1.4845 0.6936
H 2.6328 -0.1456 0.3385
```

The value obtained for the LUMO energy is 0.917 eV. The SMILES is C[C@]1(CO)CO1. The calculation puts the energy above the lowest of the compared OMol25 structures with the same formula, charge and spin at 112.3 kcal per mole. Its total energy is -307.5335 Ha.

=====

How do the records compare in orbital gap? In the order shown, they have 8.46 8.48 10.65 eV.